No. 1
Computed, not measured: 5 unconnected molecules or ions with the total composition C41H63N4O9S5 at a distorted geometry, with wB97M-V/def2-TZVPD.

Properties
Charge = -1
Frontier orbital gap = 6.581 eV
E_LUMO = 1.06 eV
Multiplicity = 1

Each line ends with the Löwdin charge.
Element x y z (Å)
1 O -2.085 5.109 5.236  -0.409
2 S -1.316 4.001 4.520  0.617
3 O -1.666 2.674 5.207  -0.447
4 C 0.492 4.264 4.808  -0.254
5 C 1.021 5.728 4.396  -0.224
6 C 1.249 5.888 2.805  -0.213
7 C 2.753 5.621 2.317  -0.217
8 C 3.120 4.069 2.120  -0.208
9 C 3.937 3.420 3.354  -0.255
10 C 5.453 3.015 2.995  -0.469
11 S 6.114 1.680 4.124  0.884
12 C 6.271 0.091 3.186  -0.529
13 N 5.608 -1.175 3.411  -0.011
14 N 6.012 -2.084 2.490  -0.009
15 C 6.994 -1.437 1.640  -0.085
16 O 7.157 -0.101 2.075  -0.097
17 N -1.742 3.981 2.859  -0.357
18 S -3.291 3.224 2.634  0.621
19 O -3.833 3.807 1.326  -0.431
20 O -4.255 3.525 3.765  -0.404
21 C -3.120 1.371 2.338  -0.234
22 C -1.960 1.204 1.238  -0.282
23 C -1.949 -0.269 0.537  -0.435
24 S -1.973 -0.098 -1.316  0.822
25 C -0.299 -0.424 -2.033  -0.962
26 S 0.332 -1.990 -2.068  0.630
27 N 0.609 0.646 -2.589  -0.124
28 C -0.168 1.904 -2.652  -0.231
29 C -1.187 2.020 -3.845  -0.013
30 C -2.123 3.264 -4.029  -0.069
31 C -2.074 4.442 -3.023  -0.072
32 C -1.027 4.339 -1.869  -0.041
33 C -0.081 3.098 -1.672  0.000
34 C 1.737 0.702 -1.631  -0.234
35 C 3.187 0.724 -2.244  0.019
36 C 4.436 0.735 -1.293  -0.060
37 C 4.322 0.723 0.271  -0.069
38 C 2.895 0.728 0.868  -0.032
39 C 1.642 0.698 -0.087  0.001
40 H 1.159 3.497 4.276  0.086
41 H 0.680 4.150 5.938  0.115
42 H 1.948 6.069 4.987  0.108
43 H 0.176 6.463 4.675  0.107
44 H 1.016 6.993 2.551  0.111
45 H 0.455 5.268 2.251  0.097
46 H 2.850 6.112 1.275  0.105
47 H 3.490 6.176 3.005  0.108
48 H 3.668 3.953 1.122  0.103
49 H 2.124 3.494 2.001  0.103
50 H 4.010 4.245 4.163  0.110
51 H 3.324 2.541 3.751  0.094
52 H 6.109 3.952 3.168  0.091
53 H 5.558 2.764 1.884  0.073
54 H 7.511 -1.957 0.768  0.136
55 H -2.756 0.928 3.332  0.096
56 H -4.109 0.931 1.973  0.110
57 H -0.953 1.357 1.785  0.100
58 H -2.066 2.052 0.458  0.091
59 H -0.960 -0.761 0.885  0.088
60 H -2.849 -0.883 0.877  0.071
61 H -1.273 1.170 -4.623  0.090
62 H -2.828 3.239 -4.934  0.085
63 H -2.792 5.323 -3.163  0.087
64 H -1.012 5.230 -1.138  0.097
65 H 0.657 3.090 -0.808  0.085
66 H 3.401 0.709 -3.362  0.087
67 H 5.515 0.723 -1.700  0.082
68 H 5.226 0.711 0.962  0.046
69 H 2.672 0.753 1.989  0.096
70 H 0.609 0.680 0.393  0.070
71 C -2.878 -2.780 -6.108  -0.179
72 C -1.592 -2.925 -5.325  -0.179
73 C -0.757 -1.786 -5.872  -0.202
74 O -1.672 -0.745 -6.249  -0.157
75 C -3.005 -1.273 -6.227  -0.205
76 H -3.741 -3.243 -5.627  0.112
77 H -2.759 -3.225 -7.102  0.112
78 H -1.787 -2.766 -4.259  0.095
79 H -1.113 -3.899 -5.443  0.116
80 H -0.209 -2.089 -6.769  0.104
81 H -0.043 -1.400 -5.141  0.098
82 H -3.519 -0.849 -5.358  0.118
83 H -3.538 -0.966 -7.131  0.114
84 C -5.383 -3.008 4.024  -0.176
85 C -5.195 -2.241 5.313  -0.171
86 C -3.807 -1.659 5.134  -0.188
87 O -3.621 -1.453 3.727  -0.159
88 C -4.678 -2.117 3.021  -0.210
89 H -6.429 -3.191 3.769  0.114
90 H -4.871 -3.974 4.089  0.089
91 H -5.933 -1.434 5.375  0.117
92 H -5.287 -2.857 6.209  0.112
93 H -3.036 -2.359 5.475  0.117
94 H -3.677 -0.713 5.664  0.125
95 H -5.353 -1.348 2.630  0.116
96 H -4.262 -2.677 2.179  0.107
97 C -2.600 -7.244 2.453  -0.178
98 C -3.165 -8.043 3.605  -0.183
99 C -3.142 -7.030 4.733  -0.202
100 O -3.320 -5.739 4.136  -0.158
101 C -3.175 -5.866 2.714  -0.207
102 H -2.868 -7.638 1.471  0.114
103 H -1.508 -7.213 2.523  0.118
104 H -4.198 -8.333 3.385  0.115
105 H -2.598 -8.948 3.833  0.112
106 H -2.175 -7.031 5.248  0.118
107 H -3.929 -7.206 5.470  0.117
108 H -4.168 -5.759 2.265  0.118
109 H -2.534 -5.065 2.337  0.123
110 C 3.791 -1.091 -8.852  -0.182
111 C 4.545 -1.671 -7.677  -0.182
112 C 3.483 -1.677 -6.595  -0.198
113 O 2.221 -1.855 -7.252  -0.153
114 C 2.408 -1.682 -8.663  -0.205
115 H 4.230 -1.337 -9.821  0.112
116 H 3.747 0.000 -8.763  0.117
117 H 4.853 -2.697 -7.904  0.114
118 H 5.433 -1.101 -7.399  0.113
119 H 3.452 -0.721 -6.062  0.115
120 H 3.633 -2.477 -5.865  0.120
121 H 2.330 -2.667 -9.135  0.117
122 H 1.619 -1.040 -9.062  0.120


No. 2
Computed, not measured: 8 unconnected molecules or ions with the total composition C41H67ClF5N10O2 at a distorted geometry, with wB97M-V/def2-TZVPD.

Properties
Charge = +1
Frontier orbital gap = 8.275 eV
E_LUMO = -2.76 eV
Multiplicity = 1

Each line ends with the Löwdin charge.
Element x y z (Å)
1 N 1.635 4.090 3.999  -0.008
2 C 1.630 2.635 4.425  -0.225
3 C 1.043 1.774 3.199  -0.311
4 O 1.966 1.982 2.072  -0.107
5 C 1.084 0.155 3.479  -0.060
6 C 1.440 -0.508 2.044  -0.096
7 C 2.818 -1.107 1.713  0.060
8 N 2.590 -1.506 0.327  0.101
9 C 1.274 -1.198 -0.129  -0.087
10 C 0.803 -1.501 -1.617  -0.064
11 C 1.444 -2.818 -2.260  -0.634
12 O 2.677 -3.092 -2.240  -0.022
13 Cl 0.396 -4.054 -3.154  0.594
14 N 0.492 -0.573 0.913  0.040
15 C -0.901 -0.043 0.921  -0.095
16 C -2.014 -1.054 0.346  -0.133
17 C -3.051 -1.607 1.434  -0.061
18 C -4.109 -0.537 1.965  -0.285
19 F -4.959 -1.246 2.897  0.042
20 F -3.534 0.535 2.725  0.050
21 C -5.093 0.067 0.854  -0.295
22 F -6.002 0.936 1.553  0.076
23 F -4.460 0.885 -0.116  0.086
24 F -5.936 -0.934 0.271  0.094
25 H 0.893 4.131 3.271  0.062
26 H 2.513 4.285 3.467  0.031
27 H 1.082 2.456 5.410  0.085
28 H 2.742 2.347 4.590  0.129
29 H -0.019 2.068 2.880  0.146
30 H 2.891 1.797 2.377  0.108
31 H 1.843 -0.101 4.290  0.123
32 H 0.029 -0.239 3.750  0.118
33 H 3.769 -1.233 2.319  0.143
34 H 3.404 -1.925 -0.145  0.161
35 H 1.177 -0.614 -2.267  0.113
36 H -0.326 -1.547 -1.769  0.098
37 H -1.173 0.211 2.000  0.110
38 H -0.890 0.959 0.346  0.158
39 H -1.438 -1.980 -0.047  0.118
40 H -2.499 -0.586 -0.583  0.109
41 H -3.659 -2.448 0.919  0.155
42 H -2.558 -2.094 2.343  0.147
43 C -3.467 0.224 -5.155  -0.105
44 C -3.437 0.425 -3.646  -0.262
45 C -2.412 1.471 -3.202  -0.188
46 C -1.033 1.044 -3.460  -0.199
47 N 0.050 0.711 -3.665  0.154
48 H -2.518 -0.174 -5.526  0.075
49 H -4.252 -0.487 -5.424  0.078
50 H -3.670 1.165 -5.671  0.042
51 H -3.235 -0.535 -3.158  0.100
52 H -4.429 0.748 -3.318  0.113
53 H -2.532 1.651 -2.128  0.099
54 H -2.606 2.423 -3.706  0.094
55 C -1.146 -8.093 -4.567  -0.112
56 C -2.601 -8.536 -4.653  -0.266
57 C -3.563 -7.389 -4.964  -0.193
58 C -3.631 -6.407 -3.875  -0.235
59 N -3.683 -5.634 -3.023  0.133
60 H -0.989 -7.395 -3.740  0.062
61 H -0.499 -8.957 -4.401  0.075
62 H -0.829 -7.605 -5.493  0.076
63 H -2.885 -9.023 -3.714  0.115
64 H -2.689 -9.289 -5.442  0.111
65 H -4.563 -7.801 -5.130  0.120
66 H -3.267 -6.893 -5.893  0.121
67 C 4.060 6.204 6.797  -0.120
68 C 5.430 6.511 6.210  -0.266
69 C 5.426 6.582 4.683  -0.185
70 C 5.139 5.282 4.063  -0.208
71 N 4.911 4.263 3.576  0.143
72 H 3.709 5.213 6.497  0.040
73 H 4.107 6.222 7.889  0.075
74 H 3.320 6.943 6.478  0.078
75 H 6.147 5.757 6.551  0.114
76 H 5.769 7.475 6.603  0.109
77 H 6.407 6.925 4.342  0.120
78 H 4.695 7.323 4.345  0.123
79 C 1.199 -3.039 6.306  -0.114
80 C 2.600 -3.375 6.800  -0.267
81 C 2.913 -2.772 8.170  -0.192
82 C 2.967 -1.307 8.131  -0.233
83 N 3.007 -0.157 8.101  0.147
84 H 1.078 -1.963 6.146  0.056
85 H 1.006 -3.540 5.354  0.070
86 H 0.440 -3.367 7.021  0.080
87 H 3.334 -3.037 6.061  0.108
88 H 2.693 -4.463 6.868  0.111
89 H 3.880 -3.153 8.512  0.121
90 H 2.167 -3.097 8.902  0.123
91 C -0.764 2.016 -8.697  -0.132
92 C -2.122 2.503 -9.186  -0.261
93 C -2.571 3.803 -8.517  -0.185
94 C -2.831 3.630 -7.085  -0.199
95 N -3.034 3.496 -5.960  0.159
96 H -0.790 1.760 -7.634  0.070
97 H -0.467 1.121 -9.247  0.007
98 H 0.005 2.779 -8.849  0.077
99 H -2.866 1.717 -9.024  0.110
100 H -2.063 2.669 -10.266  0.112
101 H -3.488 4.153 -9.003  0.121
102 H -1.817 4.582 -8.666  0.123
103 C -1.021 1.880 9.369  -0.111
104 C -1.238 3.381 9.216  -0.265
105 C -0.839 3.909 7.838  -0.187
106 C 0.603 3.805 7.598  -0.216
107 N 1.735 3.721 7.407  0.181
108 H 0.038 1.619 9.292  0.069
109 H -1.374 1.547 10.347  0.074
110 H -1.569 1.325 8.603  0.073
111 H -0.680 3.907 9.998  0.115
112 H -2.298 3.597 9.380  0.110
113 H -1.135 4.960 7.762  0.121
114 H -1.385 3.369 7.058  0.117
115 C 2.902 -1.429 -8.944  -0.108
116 C 2.061 -2.699 -8.970  -0.267
117 C 0.926 -2.647 -9.994  -0.186
118 C -0.087 -1.644 -9.652  -0.188
119 N -0.881 -0.854 -9.386  0.163
120 H 2.312 -0.564 -8.627  0.071
121 H 3.731 -1.541 -8.240  0.074
122 H 3.323 -1.215 -9.931  0.078
123 H 1.659 -2.886 -7.969  0.111
124 H 2.714 -3.543 -9.216  0.110
125 H 0.447 -3.630 -10.042  0.119
126 H 1.329 -2.442 -10.990  0.124